Molecular formula: C55H41F4N2O8
Method: DFT, ωB97M-V/def2-TZVPD

Geometry (Å):
C  -4.141  4.709  -2.524
C  -2.728  5.196  -2.189
O  -1.780  4.125  -2.050
C  -1.598  3.401  -3.222
O  -2.181  2.350  -3.347
C  -0.642  3.945  -4.270
C  0.834  3.465  -4.113
C  1.145  2.728  -2.791
C  1.020  3.592  -1.544
C  1.390  4.925  -1.562
C  1.208  5.651  -0.409
N  0.692  5.078  0.664
C  0.322  3.796  0.718
C  -0.298  3.292  2.013
F  0.594  2.436  2.591
F  -0.537  4.320  2.853
C  -1.663  2.529  1.834
F  -2.240  2.797  0.641
F  -2.526  2.909  2.785
C  0.479  2.983  -0.380
N  0.111  1.642  -0.334
H  -4.243  4.498  -3.596
H  -4.442  3.838  -1.932
H  -4.860  5.508  -2.294
H  -2.409  5.989  -2.884
H  -2.776  5.671  -1.200
H  -0.659  5.045  -4.265
H  -0.987  3.659  -5.269
H  1.497  4.339  -4.163
H  1.117  2.833  -4.960
H  0.557  1.805  -2.756
H  2.206  2.421  -2.835
H  1.784  5.409  -2.447
H  1.469  6.705  -0.419
H  0.565  5.664  1.487
H  -1.490  1.445  1.902
H  0.420  1.255  0.559
H  0.663  1.116  -1.007
C  -1.794  -0.670  -1.001
C  -2.916  -1.452  -1.265
C  -2.840  -2.832  -1.172
C  -1.638  -3.441  -0.826
C  -0.510  -2.661  -0.585
C  -0.594  -1.277  -0.663
C  0.799  -3.290  -0.261
O  1.778  -2.599  -0.048
C  0.882  -4.771  -0.215
C  2.107  -5.381  0.026
C  2.194  -6.762  0.080
C  1.054  -7.540  -0.100
C  -0.169  -6.937  -0.344
C  -0.259  -5.554  -0.412
C  -1.571  -4.924  -0.714
O  -2.565  -5.601  -0.874
H  -1.859  0.407  -1.065
H  -3.850  -0.981  -1.541
H  -3.714  -3.438  -1.373
H  0.280  -0.683  -0.463
H  2.994  -4.777  0.167
H  3.150  -7.236  0.261
H  1.123  -8.620  -0.054
H  -1.051  -7.547  -0.488
C  -0.348  -5.565  -3.981
C  0.194  -6.798  -3.631
C  1.462  -7.149  -4.063
C  2.190  -6.272  -4.859
C  1.638  -5.045  -5.230
C  0.371  -4.691  -4.779
C  2.383  -4.114  -6.120
O  1.904  -3.043  -6.438
C  3.723  -4.525  -6.616
C  4.411  -3.696  -7.493
C  5.666  -4.061  -7.953
C  6.244  -5.255  -7.530
C  5.560  -6.088  -6.660
C  4.296  -5.732  -6.208
C  3.559  -6.653  -5.301
O  4.060  -7.696  -4.933
H  -1.337  -5.290  -3.634
H  -0.374  -7.483  -3.017
H  1.885  -8.105  -3.784
H  -0.054  -3.735  -5.056
H  3.965  -2.766  -7.821
H  6.198  -3.416  -8.640
H  7.227  -5.536  -7.885
H  6.008  -7.018  -6.336
C  -0.033  1.725  5.513
C  0.014  0.741  6.498
C  -0.498  0.994  7.759
C  -1.050  2.236  8.048
C  -1.076  3.229  7.070
C  -0.576  2.966  5.801
C  -1.619  4.582  7.371
O  -1.642  5.443  6.513
C  -2.120  4.857  8.743
C  -2.579  6.129  9.061
C  -3.061  6.394  10.332
C  -3.096  5.384  11.290
C  -2.636  4.115  10.980
C  -2.138  3.849  9.711
C  -1.615  2.491  9.403
O  -1.640  1.610  10.236
H  0.360  1.521  4.531
H  0.451  -0.225  6.278
H  -0.466  0.227  8.522
H  -0.610  3.733  5.044
H  -2.556  6.915  8.317
H  -3.413  7.387  10.580
H  -3.480  5.591  12.280
H  -2.659  3.333  11.727

energy = -87926.0524 eV
HOMO energy = -11.049 eV
total charge = +1
relative energy (zero: lowest compared OMol25 entry of this formula, charge and spin) = 0.0 kcal/mol
Kohn-Sham gap = 0.252 Eh

Results of the Löwdin charge analysis, in e, for atoms 1 through 99: -0.061 -0.225 -0.073 -0.462 0.151 -0.062 -0.144 -0.112 -0.091 0.042 -0.008 0.173 -0.042 -0.360 0.108 0.129 -0.291 0.094 0.125 -0.165 0.156 0.083 0.089 0.086 0.121 0.121 0.119 0.132 0.100 0.126 0.118 0.149 0.135 0.154 0.195 0.172 0.116 0.093 -0.059 -0.040 0.011 -0.079 -0.078 -0.018 -0.274 0.096 -0.082 0.006 -0.044 -0.048 -0.021 -0.095 -0.292 0.111 0.080 0.113 0.126 0.081 0.122 0.112 0.114 0.125 -0.051 -0.054 0.008 -0.079 -0.082 0.002 -0.279 0.097 -0.085 -0.004 -0.056 -0.053 0.002 -0.083 -0.277 0.110 0.108 0.105 0.123 0.120 0.119 0.108 0.110 0.122 -0.060 -0.048 0.006 -0.076 -0.077 -0.006 -0.275 0.098 -0.085 -0.001 -0.052 -0.049 0.004

=====

Molecular formula: C4H6NO2
Method: DFT, ωB97M-V/def2-TZVPD

Geometry (Å):
C  -0.055  0.874  0.310
C  0.228  0.935  -0.855
C  -0.397  -2.940  0.989
C  0.371  0.913  -2.285
N  -0.080  0.754  1.707
O  -0.467  -1.870  1.411
O  -0.463  -4.009  0.636
H  1.004  -0.041  -2.574
H  0.990  1.821  -2.747
H  -0.696  1.082  -2.642
H  -0.030  -0.215  1.790
H  -0.882  1.194  2.150
H  0.479  1.502  2.110

energy = -9820.7826 eV
HOMO energy = -14.830 eV
total charge = +1
relative energy (zero: lowest compared OMol25 entry of this formula, charge and spin) = 41.9 kcal/mol
Kohn-Sham gap = 0.405 Eh

For reference, the Löwdin charges in units of e are: -0.040 -0.071 -0.375 -0.088 0.227 0.187 0.304 0.135 0.136 0.114 0.080 0.191 0.199

=====

Molecular formula: C4H5NO
Method: DFT, ωB97M-V/def2-TZVPD

Geometry (Å):
C  1.739  -2.050  0.009
C  1.258  -0.945  -0.025
C  0.486  0.301  -0.127
N  -0.523  0.364  0.918
C  -1.602  1.184  0.784
O  -1.795  1.937  -0.151
H  2.106  -3.049  -0.095
H  -0.015  0.244  -1.095
H  1.079  1.228  -0.145
H  -0.456  -0.317  1.664
H  -2.292  1.105  1.639

energy = -7764.7292 eV
HOMO energy = -10.017 eV
SMILES string = C#CCNC=O
relative energy (zero: lowest compared OMol25 entry of this formula, charge and spin) = 41.4 kcal/mol
Kohn-Sham gap = 0.399 Eh

For reference, the Löwdin charges in units of e are: 0.111 -0.120 -0.207 0.014 -0.365 0.018 0.029 0.126 0.132 0.133 0.128